No. 1
ORCA calculation (ωB97M-V with the def2-TZVPD basis set) on a gas-phase ion, C6H6N2O4 (charge -2) in a non-equilibrium geometry.

Calculated values
SMILES	C[C@H]1[C@@H](/N=N/C(=O)[O-])[C@@H]1C(=O)[O-]
energy relative to the best compared isomer or geometry (same formula, charge and spin)	10.1	kcal per mole
highest occupied orbital energy	-0.97	eV
maximum force	4.38	eV/A
charge	-2

Each line ends with the Mulliken charge.
Positions of all 18 atoms, in Å:
C (0.97019, 1.30580, 0.79183)  -1.091
C (-0.17273, 0.39461, 1.14923)  -0.397
C (-1.12979, -0.25961, 0.05293)  -0.499
N (-1.02525, 0.09238, -1.27317)  -0.386
N (0.09928, 0.31310, -1.78885)  -0.010
C (0.33517, 1.03165, -3.04670)  0.431
O (0.81481, 2.15652, -2.80856)  -0.720
O (0.16354, 0.47367, -4.13770)  -0.744
C (-0.04448, -1.05171, 0.82527)  0.160
C (-0.45567, -2.26277, 1.70554)  0.267
O (0.38963, -3.22804, 1.75204)  -0.789
O (-1.57158, -2.18965, 2.26086)  -0.742
H (0.94717, 1.45562, -0.22074)  0.197
H (1.81784, 0.77411, 1.09871)  0.289
H (0.83314, 2.32390, 1.14400)  0.345
H (-0.70891, 0.64205, 1.94927)  0.721
H (-2.11638, -0.52021, 0.21732)  0.559
H (0.85402, -1.45141, 0.32872)  0.410

=====

No. 2
ORCA calculation (ωB97M-V with the def2-TZVPD basis set) on a molecular structure, C40H36CrN4O8P in a non-equilibrium geometry.

Calculated values
energy relative to the best compared isomer or geometry (same formula, charge and spin)	70.8	kcal per mole
highest occupied orbital energy (alpha / beta)	-9.03 / -9.46	eV
2S+1	5
maximum force	2.22	eV/A
charge	+1

Each line ends with the Mulliken spin population.
Positions of all 90 atoms, in Å:
Cr (0.17912, -0.48575, 0.19298)  3.171
O (-4.39608, 0.52204, 1.70466)  0.061
C (-3.15903, 0.13543, 1.37266)  0.109
O (-2.75226, 0.31214, 0.16772)  0.057
C (-2.33238, -0.39398, 2.37526)  0.280
C (-2.83304, -0.60031, 3.69397)  0.050
C (-2.12497, -1.33593, 4.58790)  0.085
C (-0.91643, -1.93173, 4.15558)  0.088
C (-0.45955, -1.64927, 2.89875)  0.052
N (-1.07276, -0.82437, 2.01519)  0.204
C (0.72018, -2.32342, 2.30250)  -0.044
O (1.39312, -3.25151, 2.94702)  0.009
O (1.07260, -2.03102, 1.16753)  -0.026
H (-4.83431, 0.81353, 0.89167)  0.001
H (-3.79719, -0.17959, 3.94123)  0.009
H (-2.49450, -1.50949, 5.58854)  0.006
H (-0.37527, -2.59196, 4.82096)  0.005
H (1.03597, -3.41207, 3.83106)  0.002
O (4.00571, -0.44865, -1.03586)  0.006
C (2.95079, -0.00387, -0.66215)  0.004
O (1.78389, -0.57525, -0.90238)  -0.062
C (2.84996, 1.33861, 0.05576)  0.018
P (1.57772, 1.19935, 1.35541)  -0.101
C (2.59041, 1.12027, 2.87880)  -0.014
C (2.79635, -0.04982, 3.59812)  0.007
C (3.61958, -0.06177, 4.71678)  -0.004
C (4.24823, 1.10213, 5.12424)  0.000
C (4.05911, 2.27693, 4.40601)  -0.001
C (3.23714, 2.28792, 3.29262)  -0.002
C (0.78086, 2.81622, 1.57026)  -0.018
C (0.81898, 3.82616, 0.61683)  -0.005
C (0.11619, 5.00424, 0.82648)  0.001
C (-0.62718, 5.17967, 1.98324)  -0.003
C (-0.66287, 4.17738, 2.94537)  0.002
C (0.03579, 2.99961, 2.73749)  -0.002
H (2.51873, 2.05272, -0.70150)  0.001
H (3.81384, 1.64110, 0.45558)  0.000
H (2.34524, -0.97284, 3.27570)  0.005
H (3.77939, -0.98277, 5.26233)  0.000
H (4.89062, 1.09727, 5.99478)  0.000
H (4.55509, 3.18796, 4.71400)  0.000
H (3.09306, 3.21122, 2.74494)  0.000
H (1.38286, 3.70326, -0.29870)  0.000
H (0.14510, 5.78422, 0.07701)  0.000
H (-1.17729, 6.09855, 2.13750)  0.000
H (-1.23152, 4.31397, 3.85606)  0.000
H (0.01447, 2.21792, 3.49115)  -0.001
N (0.77176, 1.38498, -2.53840)  0.003
C (-0.36958, 1.76586, -1.88350)  0.012
C (-1.16556, 2.75210, -2.42748)  0.036
C (-2.23510, 3.25655, -1.67158)  0.000
C (-2.49151, 2.76700, -0.43495)  0.034
C (-1.71705, 1.65607, 0.06404)  0.145
N (-0.60497, 1.21753, -0.65400)  -0.074
H (0.81494, 1.65663, -3.50587)  0.000
H (1.12328, 0.45995, -2.34171)  0.008
H (-0.91041, 3.15433, -3.39750)  0.001
H (-2.83066, 4.07136, -2.06636)  0.000
H (-3.25863, 3.17496, 0.21039)  -0.002
H (-1.47989, 1.76063, 1.12295)  -0.128
C (3.01827, -2.25090, -3.65949)  -0.004
O (2.34881, -1.98621, -4.91279)  0.000
C (1.17628, -1.29202, -4.87336)  -0.001
C (1.03613, -0.14808, -5.64546)  0.000
C (-0.18700, 0.50120, -5.70676)  0.000
C (-1.26653, 0.03384, -4.96589)  0.001
C (-1.13959, -1.11225, -4.20194)  0.001
C (0.06956, -1.79495, -4.19096)  0.002
N (0.18280, -3.15015, -3.76875)  0.006
C (-0.69562, -3.93054, -3.17765)  0.004
C (-1.65040, -3.68895, -2.17738)  -0.001
C (-2.66745, -4.69242, -2.07925)  -0.001
C (-3.50612, -4.78418, -1.01876)  0.003
C (-3.28345, -3.91220, 0.07252)  -0.009
C (-2.31219, -2.95832, 0.02830)  0.054
C (-1.50553, -2.71452, -1.12543)  -0.046
O (-0.62847, -1.79037, -1.15295)  -0.010
H (4.00168, -1.78711, -3.69588)  0.000
H (3.13477, -3.32633, -3.53491)  0.000
H (2.46638, -1.84159, -2.81678)  0.006
H (1.89240, 0.19650, -6.21123)  0.000
H (-0.29547, 1.37957, -6.32996)  0.000
H (-2.21666, 0.54867, -4.99678)  0.000
H (-1.98872, -1.50819, -3.66117)  -0.002
H (0.89777, -3.63824, -4.29626)  -0.001
H (-0.64326, -4.96047, -3.52231)  0.000
H (-2.76683, -5.38669, -2.90636)  0.000
H (-4.28863, -5.52829, -0.98639)  0.000
H (-3.86809, -4.02573, 0.97752)  0.001
H (-2.12494, -2.33346, 0.88941)  0.011

=====

No. 3
ORCA calculation (ωB97M-V with the def2-TZVPD basis set) on a molecular structure, C55H41IMnN6O5S.

Calculated values
energy relative to the best compared isomer or geometry (same formula, charge and spin)	0.0	kcal per mole
highest occupied orbital energy (alpha / beta)	-1.45 / -2.64	eV
2S+1	6
maximum force	0.74	eV/A
charge	-2

Each line ends with the Mulliken spin population.
Positions of all 110 atoms, in Å:
Mn (0.07562, 0.15330, -0.06804)  2.224
C (-1.23459, -7.60523, -3.42778)  0.111
C (-0.34731, -6.66499, -3.93872)  -0.062
C (-0.40988, -5.34048, -3.54344)  0.108
C (-1.37725, -4.91347, -2.61691)  0.057
C (-2.25893, -5.88030, -2.09848)  0.100
C (-2.18853, -7.20137, -2.50082)  -0.063
C (-1.49314, -3.53747, -2.21046)  0.145
C (0.91099, -2.88288, -1.92951)  0.035
C (-0.45847, -2.43701, -2.42832)  0.015
C (-1.03300, -1.24829, -1.67319)  -0.097
C (0.16961, -2.17398, 0.12653)  0.095
N (0.92545, -2.92582, -0.56472)  0.096
C (-0.22758, -2.47082, 1.45679)  0.050
C (-0.62642, -1.41148, 2.26635)  0.012
C (-1.10264, -1.29176, 3.60333)  0.170
C (-1.40932, 0.04250, 3.79579)  0.019
C (-1.15833, 0.71264, 2.56869)  0.177
C (-1.53557, 2.01635, 2.11568)  0.100
C (-1.69518, 3.15125, 3.05441)  0.021
C (-2.67660, 3.17714, 4.04262)  -0.001
C (-2.79314, 4.26437, 4.89775)  0.002
C (-1.93058, 5.34514, 4.77193)  -0.002
C (-0.94941, 5.32888, 3.78940)  0.003
C (-0.82528, 4.23813, 2.93983)  -0.007
C (-1.81179, 2.17233, 0.78480)  0.065
N (-1.75268, 1.15266, -0.15477)  0.010
C (-2.74899, 1.45934, -1.06287)  0.112
C (-3.57718, 0.57916, -1.69538)  -0.006
C (-4.74765, 1.07622, -2.47647)  0.003
C (-5.81595, 1.71600, -1.85041)  0.014
C (-6.91411, 2.15103, -2.58040)  0.000
C (-6.96415, 1.94652, -3.95188)  0.002
C (-5.91017, 1.30242, -4.58691)  0.004
C (-4.81666, 0.86775, -3.85346)  -0.009
C (-3.52594, -0.85750, -1.54596)  0.170
C (-4.57252, -1.78988, -1.62521)  -0.056
C (-4.03960, -3.08042, -1.68566)  0.278
C (-2.63658, -2.93603, -1.69230)  -0.147
N (-2.37655, -1.58683, -1.48293)  -0.001
C (-3.06553, 2.89812, -0.94344)  0.059
C (-2.51464, 3.31906, 0.20099)  -0.049
N (-0.63065, -0.17373, 1.69783)  -0.059
C (-0.11096, -3.85330, 1.95369)  0.032
C (-0.54226, -4.93416, 1.18068)  0.038
C (-0.44554, -6.23150, 1.65348)  -0.016
C (0.08633, -6.48141, 2.91296)  0.026
C (0.52846, -5.41783, 3.68664)  -0.014
C (0.43634, -4.11756, 3.21089)  0.035
H (-1.17571, -8.64105, -3.73844)  0.011
H (0.40966, -6.96838, -4.65183)  -0.003
H (0.30195, -4.62835, -3.93635)  0.019
H (-2.97804, -5.58472, -1.34478)  0.021
H (-2.87357, -7.92641, -2.07676)  -0.003
H (-0.35166, -2.18523, -3.48940)  0.002
H (-0.92548, -0.30109, -2.17588)  0.102
H (-1.22036, -2.10004, 4.30588)  0.000
H (-1.80683, 0.49011, 4.69315)  -0.003
H (-3.37716, 2.35265, 4.11969)  0.000
H (-3.56688, 4.27104, 5.65671)  0.000
H (-2.02142, 6.19374, 5.43984)  0.000
H (-0.26297, 6.16109, 3.69037)  0.000
H (-0.03401, 4.18887, 2.20015)  -0.001
H (-5.77173, 1.87302, -0.77926)  0.001
H (-7.73306, 2.64959, -2.07558)  0.000
H (-7.81870, 2.28731, -4.52379)  0.000
H (-5.93684, 1.14342, -5.65795)  0.000
H (-3.99382, 0.36546, -4.34810)  -0.003
H (-5.61676, -1.52377, -1.67453)  -0.003
H (-4.58710, -3.99750, -1.82118)  0.009
H (-3.72158, 3.44202, -1.60389)  0.004
H (-2.61180, 4.28444, 0.67171)  -0.001
H (-0.95638, -4.74487, 0.19985)  0.035
H (-0.78435, -7.05111, 1.03040)  -0.001
H (0.16680, -7.49710, 3.28167)  0.003
H (0.96746, -5.60076, 4.66060)  0.000
H (0.81909, -3.29362, 3.79898)  -0.003
C (5.28778, 3.66915, -3.61100)  0.003
C (4.81224, 2.53455, -2.74404)  0.004
C (4.20365, 1.42235, -3.32356)  -0.005
C (3.71572, 0.39589, -2.53281)  0.007
C (3.83290, 0.45722, -1.14844)  0.005
C (4.46310, 1.54133, -0.56028)  0.001
C (4.93775, 2.57675, -1.35896)  -0.001
S (3.14293, -0.96174, -0.24763)  0.005
O (1.80604, -3.23393, -2.66330)  0.024
O (4.21679, -1.29284, 0.73238)  -0.004
N (1.88218, -0.34529, 0.59754)  0.022
C (2.24494, 0.58007, 1.66171)  0.013
C (1.73160, 1.95708, 1.30130)  0.010
O (2.21296, 2.99448, 1.74158)  0.005
O (0.74114, 1.90889, 0.46940)  -0.046
H (4.46312, 4.06071, -4.21127)  0.000
H (6.05671, 3.33368, -4.31099)  0.000
H (5.70360, 4.47900, -3.00992)  0.000
H (4.07112, 1.38517, -4.39835)  -0.002
H (3.22009, -0.45664, -2.98377)  0.001
H (4.58487, 1.58498, 0.51470)  0.001
H (5.40598, 3.43704, -0.89171)  0.000
H (3.31547, 0.57691, 1.86088)  0.002
H (1.75377, 0.28984, 2.59910)  0.006
N (1.49548, 2.88052, -2.03812)  0.084
C (0.66803, 1.90655, -2.41647)  0.032
O (0.74756, 0.74245, -1.90338)  0.071
C (-0.29873, 2.21108, -3.42587)  0.591
I (1.44769, 3.09747, -5.77700)  0.201
H (2.16807, 2.70293, -1.30892)  0.001
H (1.63216, 3.65903, -2.66239)  0.001
H (-0.61604, 3.22702, -3.58594)  -0.013
H (-0.85087, 1.40741, -3.88495)  0.000

=====

No. 4
ORCA calculation (ωB97M-V with the def2-TZVPD basis set) on C4H5BrF2N2 in the gas phase in a non-equilibrium geometry.

Calculated values
SMILES	FC(F)N1CCN=C1Br
highest occupied orbital energy	-9.50	eV
maximum force	5.11	eV/A

Each line ends with the Mulliken charge.
Positions of all 14 atoms, in Å:
F (1.33839, 2.18357, -1.18806)  -0.298
C (0.65947, 1.75474, 0.00749)  0.158
F (1.52738, 2.03346, 1.00600)  -0.240
N (0.29775, 0.40603, 0.09754)  0.041
C (-1.16949, -0.05235, -0.08305)  -0.530
C (-0.98702, -1.61950, 0.09763)  -0.520
N (0.40489, -1.89519, 0.03939)  -0.521
C (1.09266, -0.81905, -0.01862)  0.349
Br (2.95289, -0.82533, -0.06679)  -0.084
H (-0.18924, 2.35640, -0.02111)  0.302
H (-1.53569, 0.24922, -1.13682)  0.321
H (-1.71391, 0.22730, 0.72425)  0.369
H (-1.27809, -1.77709, 1.13476)  0.271
H (-1.39998, -2.22220, -0.59260)  0.381

=====

No. 5
ORCA calculation (ωB97M-V with the def2-TZVPD basis set) on 2 unconnected molecules or ions with the total composition C4H6Br2O in a non-equilibrium geometry.

Calculated values
energy relative to the best compared isomer or geometry (same formula, charge and spin)	113.0	kcal per mole
highest occupied orbital energy (alpha / beta)	-6.85 / -6.07	eV
maximum force	6.13	eV/A

Each line ends with the Mulliken charge.
Positions of all 13 atoms, in Å:
C (0.77583, 0.70671, 0.09893)  0.067
C (-1.63867, -1.71881, -0.64912)  0.654
C (1.74952, 1.41177, -0.79948)  -1.219
C (-1.79257, -1.28224, 0.60580)  -0.466
O (-1.43193, -1.93032, -1.76379)  -0.190
Br (-0.25886, 2.00943, 1.22624)  -0.248
Br (1.85597, -0.44498, 1.30657)  -0.237
H (1.42216, 2.40336, -1.02513)  0.354
H (2.04487, 0.93843, -1.77332)  0.238
H (2.62140, 1.56783, -0.20145)  0.383
H (-1.99478, -0.20090, 0.64016)  0.167
H (-0.79837, -1.54482, 1.13853)  0.163
H (-2.55456, -1.91545, 1.19607)  0.335

=====

No. 6
ORCA calculation (ωB97M-V with the def2-TZVPD basis set) on 2 unconnected molecules or ions with the total composition C7H15NO2 in a non-equilibrium geometry.

Calculated values
SMILES	[H]/N=C(/C)C(C)(O)O.C=CC
energy relative to the best compared isomer or geometry (same formula, charge and spin)	53.6	kcal per mole
highest occupied orbital energy	-9.17	eV
maximum force	3.42	eV/A

Each line ends with the Mulliken charge.
Positions of all 25 atoms, in Å:
H (-0.60069, 3.37908, 0.16658)  0.274
N (-1.28036, 3.09991, 0.87398)  -0.794
C (-1.18866, 1.88781, 1.19471)  0.336
C (-2.07672, 1.31189, 2.25037)  -1.270
C (-0.20584, 0.90803, 0.52897)  1.092
C (-1.08506, 0.03250, -0.50946)  -1.256
O (0.34568, 0.01572, 1.47886)  -0.568
O (0.78519, 1.59426, -0.12678)  -0.580
H (-2.60936, 2.11828, 2.75649)  0.389
H (-2.79975, 0.62766, 1.79863)  0.282
H (-1.49896, 0.75198, 2.97127)  0.293
H (-1.69360, -0.69073, 0.02129)  0.350
H (-0.50181, -0.42351, -1.30177)  0.374
H (-1.72661, 0.75513, -1.00343)  0.331
H (1.07163, 0.47793, 1.91645)  0.355
H (1.42150, 0.87450, -0.60863)  0.342
C (2.28831, -0.69060, -1.27512)  -1.121
C (1.59442, -1.75688, -0.83668)  0.346
C (0.82351, -2.68201, -1.71103)  -1.190
H (2.36314, -0.50906, -2.34040)  0.287
H (3.09727, -0.28959, -0.67942)  0.440
H (1.56022, -1.97113, 0.22253)  0.270
H (1.35390, -3.63585, -1.76899)  0.366
H (0.72288, -2.29362, -2.72301)  0.334
H (-0.16026, -2.89168, -1.29542)  0.317

=====

| no. | DFT total energy (a.u.) |
| --- | --- |
| 1 | -642.6608 |
| 2 | -3752.5113 |
| 3 | -4672.1124 |
| 4 | -3038.6350 |
| 5 | -5379.0962 |
| 6 | -480.9001 |